Record 1
{
  "formula": "C26H24F2N3O6STa",
  "method": "ωB97M-V/def2-TZVPD",
  "elements": ["Ta", "F", "C", "C", "C", "C", "C", "F", "C", "C", "C", "C", "C", "C", "N", "H", "H", "H", "H", "H", "H", "C", "C", "C", "C", "C", "C", "C", "S", "O", "O", "O", "H", "H", "H", "H", "H", "H", "H", "C", "C", "C", "C", "C", "C", "O", "N", "C", "O", "N", "C", "O", "H", "H", "H", "H", "H", "H", "H", "H", "H", "H", "H"],
  "positions_angstrom": [[0.284, -0.433, 0.331], [0.237, -1.638, 5.552], [0.103, -0.695, 4.634], [0.326, -1.018, 3.301], [0.185, -0.001, 2.362], [-0.174, 1.314, 2.714], [-0.393, 1.561, 4.064], [-0.745, 2.778, 4.473], [-0.257, 0.578, 5.030], [-0.266, 2.289, 1.619], [-0.544, 3.638, 1.735], [-0.538, 4.431, 0.592], [-0.255, 3.876, -0.643], [-0.001, 2.522, -0.703], [-0.006, 1.749, 0.393], [0.605, -2.032, 3.041], [-0.431, 0.816, 6.071], [-0.750, 4.072, 2.699], [-0.749, 5.488, 0.679], [-0.239, 4.465, -1.547], [0.214, 2.033, -1.643], [8.259, -1.157, -1.532], [6.765, -1.179, -1.443], [6.047, -2.344, -1.725], [4.671, -2.373, -1.641], [4.011, -1.208, -1.249], [4.694, -0.028, -0.956], [6.068, -0.026, -1.065], [2.304, -1.283, -1.155], [1.816, -1.788, 0.227], [1.736, 0.161, -0.972], [1.693, -1.983, -2.223], [8.642, -2.015, -2.081], [8.687, -1.178, -0.528], [8.608, -0.246, -2.018], [6.578, -3.237, -2.027], [4.121, -3.272, -1.884], [4.162, 0.867, -0.665], [6.617, 0.884, -0.861], [-3.850, -0.951, -3.502], [-4.672, -0.216, -2.453], [-4.103, -0.359, -1.023], [-4.988, 0.410, -0.004], [-4.466, 0.357, 1.426], [-4.152, -1.829, -0.643], [-5.132, -2.499, -0.681], [-2.932, -2.438, -0.182], [-1.813, -1.758, -0.096], [-0.704, -2.239, 0.373], [-1.649, -0.476, -0.464], [-2.728, 0.294, -0.987], [-2.525, 1.414, -1.351], [-4.288, -0.811, -4.489], [-3.818, -2.028, -3.319], [-2.824, -0.576, -3.554], [-5.693, -0.596, -2.425], [-4.720, 0.850, -2.673], [-5.986, -0.022, -0.068], [-5.049, 1.440, -0.356], [-4.414, -0.665, 1.809], [-5.128, 0.909, 2.090], [-3.474, 0.813, 1.515], [-2.972, -3.412, 0.102]],
  "forces_ev_per_angstrom": [[-0.321, 0.034, 0.302], [0.000, 0.006, -0.005], [0.010, -0.076, 0.043], [-0.027, 0.091, 0.064], [0.086, 0.112, -0.194], [-0.012, -0.124, 0.278], [0.016, 0.041, -0.117], [-0.005, 0.003, 0.008], [-0.008, 0.032, -0.042], [-0.009, 0.167, -0.131], [0.024, -0.083, -0.022], [-0.020, 0.082, 0.022], [0.020, -0.108, -0.019], [-0.006, 0.067, -0.024], [0.065, -0.265, 0.118], [0.003, -0.009, 0.007], [0.007, -0.036, 0.013], [0.001, -0.011, 0.007], [0.002, -0.002, -0.008], [-0.004, 0.015, 0.006], [0.001, 0.015, -0.008], [-0.009, 0.001, -0.003], [-0.025, -0.001, -0.006], [0.028, 0.018, 0.005], [-0.050, -0.053, -0.072], [-0.058, 0.051, 0.071], [-0.027, 0.068, 0.118], [0.010, -0.041, -0.007], [0.697, 0.204, 0.045], [-0.011, 0.111, -0.365], [-0.078, -0.243, -0.184], [-0.012, -0.147, -0.009], [-0.003, -0.007, 0.005], [0.014, 0.000, -0.005], [0.002, 0.005, 0.009], [-0.002, -0.003, -0.003], [0.002, 0.003, -0.005], [0.001, -0.001, -0.012], [-0.010, 0.009, 0.002], [0.018, -0.010, -0.057], [-0.031, -0.006, 0.074], [0.051, 0.073, -0.010], [0.010, -0.031, -0.050], [0.000, 0.025, 0.037], [-0.067, 0.006, -0.046], [0.025, -0.012, 0.021], [-0.079, 0.080, -0.038], [0.072, -0.211, 0.003], [-0.214, 0.094, 0.049], [-0.073, 0.029, 0.130], [0.003, 0.069, -0.014], [-0.032, -0.021, -0.001], [0.003, -0.005, 0.001], [-0.012, -0.002, 0.013], [-0.003, 0.008, 0.008], [0.005, -0.004, -0.018], [0.005, 0.000, -0.003], [-0.002, 0.002, 0.017], [-0.001, 0.003, 0.007], [-0.005, -0.010, -0.011], [-0.005, -0.001, -0.003], [-0.004, -0.001, -0.002], [0.048, 0.000, 0.013]],
  "molar_mass_g_mol": 725.504,
  "multiplicity": 1,
  "de_lowest_kcal_mol": 6.5,
  "total_charge": 2
}

=====

Record 2
{
  "formula": "C26H24F2N3O6STa",
  "method": "ωB97M-V/def2-TZVPD",
  "elements": ["Ta", "F", "C", "C", "C", "C", "C", "F", "C", "C", "C", "C", "C", "C", "N", "H", "H", "H", "H", "H", "H", "C", "C", "C", "C", "C", "C", "C", "S", "O", "O", "O", "H", "H", "H", "H", "H", "H", "H", "C", "C", "C", "C", "C", "C", "O", "N", "C", "O", "N", "C", "O", "H", "H", "H", "H", "H", "H", "H", "H", "H", "H", "H"],
  "positions_angstrom": [[0.137, 0.546, 0.256], [2.623, 0.705, 5.003], [1.924, -0.018, 4.144], [1.434, 0.584, 2.994], [0.697, -0.207, 2.113], [0.446, -1.567, 2.363], [0.969, -2.113, 3.524], [0.774, -3.397, 3.811], [1.705, -1.355, 4.420], [-0.375, -2.265, 1.349], [-0.808, -3.572, 1.398], [-1.626, -4.056, 0.381], [-1.996, -3.225, -0.662], [-1.521, -1.934, -0.670], [-0.727, -1.457, 0.307], [1.635, 1.635, 2.825], [2.098, -1.804, 5.323], [-0.525, -4.204, 2.224], [-1.974, -5.079, 0.416], [-2.633, -3.567, -1.465], [-1.772, -1.251, -1.470], [-6.365, 4.680, 2.614], [-5.198, 4.119, 1.863], [-4.454, 4.918, 0.993], [-3.371, 4.407, 0.307], [-3.030, 3.068, 0.514], [-3.753, 2.240, 1.373], [-4.834, 2.777, 2.035], [-1.653, 2.499, -0.311], [-0.431, 2.454, 0.644], [-1.775, 0.955, -0.445], [-1.347, 3.178, -1.514], [-6.692, 5.629, 2.195], [-6.086, 4.849, 3.657], [-7.203, 3.984, 2.611], [-4.736, 5.951, 0.843], [-2.808, 5.023, -0.382], [-3.492, 1.198, 1.503], [-5.419, 2.148, 2.694], [2.147, -0.423, -4.905], [2.844, -1.603, -4.240], [3.031, -1.420, -2.717], [3.752, -2.650, -2.108], [3.946, -2.570, -0.599], [3.941, -0.218, -2.504], [5.017, -0.095, -2.991], [3.475, 0.821, -1.623], [2.302, 0.764, -1.038], [1.855, 1.618, -0.180], [1.397, -0.222, -1.222], [1.659, -1.340, -2.071], [0.814, -2.171, -2.228], [2.030, -0.600, -5.972], [2.722, 0.501, -4.799], [1.145, -0.258, -4.499], [3.833, -1.757, -4.670], [2.275, -2.522, -4.384], [4.715, -2.735, -2.612], [3.162, -3.527, -2.375], [4.553, -1.707, -0.310], [4.464, -3.454, -0.231], [2.991, -2.519, -0.065], [4.088, 1.610, -1.437]],
  "forces_ev_per_angstrom": [[0.046, 0.174, -0.169], [-0.003, 0.019, -0.007], [-0.002, -0.095, 0.023], [-0.012, -0.008, -0.029], [-0.044, 0.152, 0.029], [-0.174, -0.124, -0.232], [0.026, 0.034, 0.030], [0.010, 0.007, 0.008], [0.027, 0.013, 0.045], [0.170, 0.178, 0.153], [-0.047, -0.095, -0.017], [0.018, 0.043, 0.008], [-0.009, -0.057, 0.016], [0.043, 0.053, 0.019], [-0.151, -0.014, -0.067], [-0.006, -0.005, -0.012], [-0.004, -0.005, -0.006], [-0.007, -0.008, -0.006], [0.000, 0.000, 0.000], [0.001, 0.004, -0.001], [-0.006, -0.007, 0.000], [0.011, 0.002, 0.006], [0.025, 0.007, -0.021], [-0.028, -0.022, 0.023], [-0.048, -0.037, -0.001], [-0.051, 0.193, -0.095], [0.016, -0.002, 0.055], [-0.013, -0.002, 0.010], [-0.247, -0.033, 0.112], [-0.003, -0.121, -0.011], [0.507, 0.032, -0.008], [-0.167, -0.023, 0.103], [-0.006, -0.002, 0.000], [-0.002, 0.003, -0.002], [-0.002, 0.003, -0.005], [-0.001, -0.001, -0.001], [0.011, -0.008, 0.000], [0.013, 0.000, -0.007], [-0.001, 0.005, -0.001], [-0.010, 0.017, -0.004], [-0.042, 0.005, -0.028], [0.099, 0.066, -0.041], [0.015, -0.059, 0.016], [0.001, 0.027, 0.036], [-0.013, -0.065, -0.005], [0.008, 0.012, -0.002], [-0.091, 0.156, 0.087], [-0.074, -0.388, -0.021], [0.094, 0.042, 0.035], [0.088, -0.102, 0.012], [-0.032, 0.089, 0.029], [-0.006, -0.014, 0.009], [0.013, -0.017, 0.002], [0.000, -0.005, 0.001], [0.007, -0.008, 0.010], [0.015, 0.003, 0.017], [-0.007, 0.005, 0.000], [-0.001, 0.011, -0.006], [-0.008, 0.006, 0.003], [-0.005, -0.006, 0.001], [0.005, -0.008, -0.029], [-0.009, 0.011, -0.013], [0.062, -0.034, -0.049]],
  "molar_mass_g_mol": 725.504,
  "multiplicity": 1,
  "de_lowest_kcal_mol": 3.1,
  "total_charge": 2
}

=====

Record 3
{
  "formula": "C26H24F7OSi",
  "method": "ωB97M-V/def2-TZVPD",
  "elements": ["C", "Si", "C", "C", "O", "C", "C", "C", "C", "F", "C", "F", "C", "F", "C", "F", "C", "F", "H", "H", "H", "H", "H", "H", "H", "H", "H", "H", "H", "C", "C", "C", "F", "C", "C", "C", "C", "C", "C", "F", "C", "C", "C", "C", "C", "C", "H", "H", "H", "H", "H", "H", "H", "H", "H", "H", "H", "H", "H"],
  "positions_angstrom": [[-1.871, 1.421, 4.070], [-1.912, -0.201, 3.238], [-1.476, -1.585, 4.386], [-3.571, -0.528, 2.470], [-0.891, -0.258, 1.899], [0.297, -0.738, 1.508], [0.486, -1.082, 0.119], [1.382, -0.607, 2.510], [2.075, -1.714, 3.053], [1.674, -2.973, 2.742], [3.045, -1.558, 4.028], [3.712, -2.623, 4.512], [3.268, -0.279, 4.553], [4.131, -0.112, 5.562], [2.595, 0.855, 4.073], [2.775, 2.070, 4.644], [1.681, 0.672, 3.058], [1.016, 1.768, 2.571], [-2.737, 1.444, 4.748], [-0.979, 1.630, 4.665], [-1.965, 2.268, 3.386], [-2.236, -1.588, 5.189], [-1.527, -2.566, 3.886], [-0.480, -1.527, 4.851], [-4.369, -0.451, 3.230], [-3.786, 0.172, 1.648], [-3.607, -1.535, 2.029], [1.172, -1.965, 0.056], [-0.445, -1.283, -0.475], [1.085, -3.186, -6.680], [0.942, -2.472, -5.365], [0.741, -1.103, -5.332], [0.779, -0.474, -6.548], [0.618, -0.358, -4.173], [0.746, -1.002, -2.899], [0.848, -0.245, -1.599], [-0.023, 0.972, -1.565], [-0.969, 1.429, -2.541], [-1.434, 2.741, -2.424], [-2.126, 3.316, -3.464], [-1.146, 3.567, -1.337], [-1.508, 5.037, -1.336], [-0.402, 2.986, -0.307], [0.168, 1.726, -0.405], [0.903, -2.421, -2.917], [1.026, -3.097, -4.131], [1.429, -4.214, -6.514], [0.138, -3.279, -7.236], [1.823, -2.743, -7.364], [0.494, 0.729, -4.308], [1.933, -0.017, -1.292], [-1.388, 0.854, -3.397], [-1.386, 5.429, -0.329], [-0.844, 5.675, -1.930], [-2.532, 5.251, -1.646], [-0.248, 3.623, 0.559], [0.700, 1.320, 0.448], [0.942, -3.011, -1.986], [1.230, -4.162, -4.193]],
  "forces_ev_per_angstrom": [[0.177, 0.758, 0.217], [-1.201, -0.589, 0.899], [0.231, -0.445, 0.184], [-0.153, -0.035, -0.197], [3.134, -1.029, -2.256], [-2.175, 2.161, -0.854], [-0.925, -2.721, -0.977], [0.831, -0.345, 0.914], [-0.906, -0.196, -0.388], [0.509, 1.122, -0.123], [0.404, -0.097, 0.488], [-0.663, 0.981, -0.334], [0.623, 0.300, 0.572], [-0.542, -0.262, -0.752], [0.056, 0.233, 0.575], [-0.044, -1.391, -0.740], [-1.051, 0.242, -0.939], [0.720, -1.123, 0.629], [0.180, 0.035, -0.111], [-0.010, -0.206, 0.048], [-0.163, -0.074, -0.085], [0.354, -0.031, -0.236], [-0.091, 0.271, 0.094], [-0.312, 0.148, -0.029], [0.284, -0.020, -0.359], [-0.002, -0.065, 0.327], [-0.002, 0.199, 0.217], [-0.214, 0.933, 0.044], [0.290, -0.330, 1.555], [0.224, -0.792, -0.299], [-0.004, 0.337, -0.210], [0.345, 0.247, -0.565], [-0.360, -0.051, 1.116], [0.323, 0.437, 0.570], [0.028, -2.208, -0.246], [1.164, 2.207, -0.199], [-0.224, 0.098, 0.567], [-0.206, -0.016, 0.012], [0.085, 0.329, -0.329], [0.427, -0.948, 0.932], [0.310, 0.100, -0.607], [-0.085, 0.088, 0.538], [-0.046, 0.530, 0.064], [-0.812, 1.132, -0.387], [0.157, 0.721, 0.002], [-0.088, -0.384, -0.084], [-0.106, 0.172, 0.108], [0.225, 0.295, 0.307], [-0.304, 0.199, 0.371], [0.328, -0.766, 0.261], [-1.769, -0.315, -0.621], [0.820, 0.393, 0.856], [-0.130, -0.065, 0.212], [-0.013, -0.517, -0.281], [0.092, -0.230, -0.096], [0.175, -0.255, 0.127], [0.172, 0.307, -0.471], [0.094, 0.496, -0.525], [-0.164, 0.034, 0.496]],
  "molar_mass_g_mol": 513.549,
  "multiplicity": 1,
  "total_charge": 1
}

=====

Record 4
{
  "formula": "C26H24F9NO3PPtS",
  "method": "ωB97M-V/def2-TZVPD",
  "elements": ["Pt", "N", "C", "C", "C", "O", "O", "H", "H", "H", "H", "H", "H", "F", "C", "F", "F", "C", "C", "C", "C", "C", "C", "P", "C", "C", "C", "C", "C", "C", "C", "F", "F", "F", "C", "C", "C", "C", "C", "C", "C", "F", "F", "F", "H", "H", "H", "H", "H", "H", "H", "H", "H", "H", "H", "H", "C", "S", "C", "O", "H", "H", "H", "H", "H", "H"],
  "positions_angstrom": [[-1.093, 0.961, -0.119], [-0.550, 2.923, 0.345], [0.078, 3.719, -0.744], [-0.879, 3.793, -1.928], [-0.995, 2.460, -2.646], [-0.625, 2.274, -3.772], [-1.594, 1.473, -1.948], [-1.402, 3.389, 0.644], [0.056, 2.897, 1.161], [1.012, 3.228, -1.017], [0.315, 4.714, -0.364], [-0.543, 4.540, -2.643], [-1.865, 4.089, -1.558], [5.365, -3.927, 3.546], [4.698, -4.742, 2.707], [5.553, -5.109, 1.742], [4.366, -5.841, 3.401], [3.481, -4.054, 2.146], [3.539, -3.435, 0.909], [2.428, -2.755, 0.427], [1.256, -2.700, 1.175], [1.205, -3.355, 2.408], [2.314, -4.017, 2.899], [-0.267, -1.835, 0.646], [0.237, -1.076, -0.945], [1.183, -0.038, -1.042], [1.636, 0.393, -2.290], [1.118, -0.175, -3.433], [0.170, -1.198, -3.359], [-0.262, -1.643, -2.131], [1.622, 0.251, -4.790], [2.567, -0.607, -5.222], [0.643, 0.258, -5.700], [2.172, 1.472, -4.757], [-0.158, -0.286, 1.666], [-1.369, 0.326, 2.052], [-1.354, 1.440, 2.938], [-0.171, 1.930, 3.403], [1.052, 1.301, 3.057], [1.057, 0.223, 2.223], [-0.186, 3.143, 4.300], [-0.819, 4.167, 3.680], [1.049, 3.557, 4.599], [-0.837, 2.909, 5.443], [4.444, -3.486, 0.319], [2.484, -2.282, -0.545], [0.288, -3.351, 2.987], [2.271, -4.522, 3.855], [1.681, 0.335, -0.159], [2.380, 1.176, -2.362], [-0.220, -1.633, -4.269], [-0.995, -2.438, -2.067], [-2.310, -0.179, 1.868], [-2.293, 1.882, 3.250], [1.977, 1.669, 3.481], [1.987, -0.288, 2.009], [-5.683, -0.161, -0.607], [-4.161, 0.570, -1.167], [-4.028, -0.223, -2.754], [-3.106, -0.117, -0.301], [-5.577, -1.245, -0.600], [-6.484, 0.154, -1.275], [-5.877, 0.209, 0.397], [-4.880, 0.065, -3.371], [-4.001, -1.300, -2.596], [-3.101, 0.129, -3.201]],
  "forces_ev_per_angstrom": [[-0.913, 0.451, 0.091], [0.457, 0.027, 0.116], [-0.110, -0.121, -0.059], [0.185, -0.013, 0.101], [-0.211, -0.383, 0.348], [-0.121, 0.227, -0.040], [0.488, 0.341, -0.328], [-0.020, 0.030, 0.036], [0.049, 0.064, 0.002], [-0.005, -0.002, -0.017], [-0.052, 0.027, -0.024], [0.055, -0.018, 0.002], [-0.041, 0.010, -0.099], [-0.013, -0.038, -0.026], [-0.008, -0.022, -0.014], [-0.014, 0.007, 0.053], [0.036, 0.041, -0.018], [-0.005, 0.009, 0.012], [-0.009, 0.004, -0.005], [0.006, -0.021, -0.033], [0.062, 0.077, 0.025], [-0.022, 0.017, 0.010], [0.005, -0.019, 0.009], [0.013, -0.169, 0.108], [0.104, -0.083, -0.122], [0.344, -0.269, -0.271], [-0.141, 0.057, 0.153], [-0.124, -0.137, -0.084], [0.080, 0.127, -0.074], [-0.094, 0.044, 0.181], [-0.046, 0.053, -0.014], [-0.021, 0.046, 0.000], [0.059, -0.024, 0.005], [0.019, -0.058, -0.013], [0.044, 0.125, -0.097], [-0.110, 0.077, 0.203], [-0.108, -0.083, -0.034], [0.121, -0.040, -0.017], [-0.037, 0.077, 0.060], [-0.074, -0.037, -0.107], [-0.008, 0.009, 0.011], [0.046, -0.040, 0.034], [-0.057, 0.014, 0.004], [0.010, 0.025, -0.038], [-0.007, 0.004, 0.003], [0.001, 0.001, 0.006], [0.001, 0.006, -0.006], [0.000, 0.006, -0.003], [-0.023, 0.047, 0.012], [0.027, -0.033, -0.004], [0.010, -0.003, 0.001], [0.004, 0.001, 0.005], [-0.005, 0.003, -0.020], [0.009, -0.011, 0.013], [-0.007, -0.002, -0.001], [0.001, 0.003, -0.004], [-0.022, -0.126, 0.029], [0.089, 0.217, -0.123], [-0.035, -0.072, -0.114], [0.203, -0.415, 0.179], [-0.027, 0.010, -0.003], [0.012, -0.003, 0.004], [0.002, -0.004, -0.001], [0.004, -0.009, 0.011], [-0.032, -0.001, -0.023], [-0.019, -0.024, 0.010]],
  "molar_mass_g_mol": 827.583,
  "multiplicity": 1,
  "de_lowest_kcal_mol": 30.4,
  "total_charge": 1
}

=====

What are the LUMO energy values for these records? In order: -7.78; -7.84; -5.43; -4.19 eV.